Entry 1:
Below is a 2-piece molecular cluster, C22H21FN2O2S overall, with properties calculated with ωB97M-V with the def2-TZVPD basis set.

Computed properties:
2S+1	1
molar mass	396.5	g/mol
lowest unoccupied orbital energy	-2.6	eV

Atoms and positions in Å:
C -4.10163 1.75328 -1.16763
C -3.47095 0.56020 -1.75774
N -3.69461 -0.67244 -1.13515
F -4.45644 -0.71968 -0.03150
C -3.13664 -1.85396 -1.63410
C -3.42273 -3.11269 -0.92470
C -2.35544 -1.79005 -2.75573
C -2.11063 -0.56948 -3.40165
C -1.25825 -0.52281 -4.62021
C -2.68501 0.59985 -2.87765
H -3.85996 2.65804 -1.72838
H -5.18582 1.63682 -1.15096
H -3.76816 1.88627 -0.13776
H -2.93619 -3.96433 -1.40409
H -3.07427 -3.05430 0.10708
H -4.49710 -3.29893 -0.90224
H -1.92067 -2.69087 -3.15211
H -1.16435 0.49360 -5.00395
H -0.25463 -0.89129 -4.40527
H -1.68223 -1.13994 -5.41306
H -2.50168 1.53905 -3.36730
C -8.59881 2.17045 -0.61584
C -7.58555 2.94009 -0.08065
C -7.09726 2.65444 1.17957
C -7.62755 1.60823 1.89721
S -7.03731 1.26517 3.54899
C -5.72126 0.06821 3.32290
C -5.01703 -0.36798 4.41065
C -3.93679 -1.28638 4.25925
C -3.22696 -1.71882 5.33832
C -3.53712 -1.28612 6.63718
C -2.81929 -1.75487 7.72546
N -2.21983 -2.16382 8.63985
C -4.58102 -0.36678 6.80382
C -5.29892 0.08485 5.73795
O -6.34254 2.50410 4.07087
O -8.14403 0.57897 4.31892
C -8.63405 0.83734 1.36756
C -9.12455 1.11841 0.10746
H -8.98814 2.39740 -1.59720
H -7.18150 3.76719 -0.64231
H -6.32723 3.26406 1.62324
H -5.46995 -0.25738 2.33198
H -3.69138 -1.63171 3.26976
H -2.41093 -2.40608 5.20768
H -4.79967 -0.01355 7.79805
H -6.08675 0.80233 5.88589
H -9.05549 0.04019 1.95831
H -9.92160 0.52200 -0.30610

Entry 2:
Below is C22H21N3O3Pd as an isolated structure, with properties calculated with ωB97M-V with the def2-TZVPD basis set.

Computed properties:
2S+1	1
molar mass	481.8	g/mol
lowest unoccupied orbital energy (spin up / spin down)	-0.7 / -0.6	eV

Atoms and positions in Å:
Pd -1.10871 -0.03632 1.14486
O -4.22049 1.14474 3.60610
C -3.42355 0.95685 2.69080
N -2.47686 0.01619 2.65685
C -2.36848 -0.81825 3.82479
C -1.15709 -1.69348 3.75772
C -0.89518 -2.61232 4.77022
C 0.23477 -3.40199 4.69331
C 1.08086 -3.26321 3.60011
C 0.75227 -2.33522 2.63319
N -0.33566 -1.56737 2.71292
C -3.46075 1.81671 1.45751
C -4.54751 2.64430 1.22844
C -4.56560 3.42650 0.08680
C -3.48651 3.36508 -0.78330
C -2.43499 2.51854 -0.47778
N -2.42441 1.76333 0.61530
H -3.26118 -1.44568 3.93442
H -2.32602 -0.20309 4.73084
H -1.58236 -2.69397 5.60197
H 0.45707 -4.11693 5.47451
H 1.97293 -3.86456 3.50044
H 1.37361 -2.18941 1.75865
H -5.34972 2.64768 1.95280
H -5.40307 4.08063 -0.11673
H -3.45626 3.96185 -1.68392
H -1.56178 2.45313 -1.11309
C 4.62513 0.04409 -4.98874
C 3.54190 0.01048 -3.94486
C 2.67143 1.07765 -3.77309
C 1.69701 1.06991 -2.78323
C 0.75555 2.23628 -2.63587
C 1.58297 -0.04439 -1.95095
C 2.43236 -1.14213 -2.12002
C 2.32358 -2.34877 -1.22410
C 3.40078 -1.09366 -3.11293
C 0.58417 -0.04839 -0.83083
O -0.37293 -0.86545 -0.82169
O 0.73356 0.76847 0.11947
H 4.47221 0.85908 -5.69494
H 4.66058 -0.89330 -5.54531
H 5.60065 0.18245 -4.51763
H 2.75428 1.94269 -4.42275
H 0.96902 3.00149 -3.38098
H 0.85039 2.67767 -1.64287
H -0.27537 1.90086 -2.77175
H 1.28738 -2.67008 -1.13616
H 2.69092 -2.10622 -0.22269
H 2.92296 -3.17103 -1.61260
H 4.06613 -1.94143 -3.24317

Entry 3:
Below is C22H21N3O4S in the gas phase, with properties calculated with ωB97M-V with the def2-TZVPD basis set.

Computed properties:
2S+1	1
molar mass	423.5	g/mol
lowest unoccupied orbital energy	0.6	eV

Atoms and positions in Å:
C -1.68531 -6.77442 -3.90885
O -2.69975 -5.86737 -3.54143
C -2.48663 -4.52179 -3.52961
C -3.57360 -3.78367 -3.07091
C -3.54325 -2.40485 -2.99011
C -2.40644 -1.72521 -3.38542
C -2.30990 -0.21700 -3.30969
C -1.20139 0.14268 -2.39149
N 0.04395 0.25454 -2.70946
C 0.69542 0.52789 -1.52882
C 2.03527 0.74610 -1.23953
C 2.36392 1.01269 0.07346
C 1.39493 1.05706 1.08403
C 1.80598 1.25980 2.50940
O 1.65450 0.38625 3.34249
N 2.37162 2.45443 2.81275
C 2.47695 3.58119 1.91950
C 2.80425 2.68923 4.17594
C 1.87560 3.59651 4.90595
N 2.23020 4.65225 5.54591
C 1.17602 5.28202 6.11422
C -0.03027 4.69924 5.89351
S 0.15165 3.28102 4.93696
C 0.05484 0.81738 0.81405
C -0.27200 0.56493 -0.50280
O -1.47762 0.31825 -1.07458
C -1.31200 -2.44587 -3.84462
C -1.32336 -3.83103 -3.92439
O -0.24766 -4.55568 -4.37404
C 0.92769 -3.86835 -4.72567
H -2.13428 -7.76097 -3.79222
H -0.81353 -6.69286 -3.25642
H -1.37395 -6.63675 -4.94622
H -4.45110 -4.33490 -2.77273
H -4.40537 -1.86952 -2.62313
H -3.24272 0.20071 -2.93184
H -2.09048 0.19296 -4.29685
H 2.78157 0.70627 -2.01583
H 3.39717 1.17974 0.33972
H 1.89216 3.40868 1.01955
H 2.10266 4.47764 2.41889
H 3.52046 3.75422 1.64088
H 2.82874 1.71065 4.66915
H 3.80462 3.13216 4.18317
H 1.34944 6.17762 6.68197
H -0.99812 5.01073 6.22924
H -0.68511 0.82757 1.59761
H -0.43381 -1.89063 -4.13247
H 1.63866 -4.64236 -5.01213
H 1.33136 -3.29884 -3.88275
H 0.76411 -3.19617 -5.57396